No. 1
Computed, not measured: a 2-piece molecular cluster, C2H2N2O2S overall, with ωB97M-V with the def2-TZVPD basis set.

The geometry in XYZ format:
```
9
C2H2N2O2S (ωB97M-V with the def2-TZVPD basis set)
C 0.338 0.655 -0.657
C 1.326 -0.183 -0.642
N -0.614 0.235 1.572
N -0.886 -0.818 1.784
O -1.846 1.289 -1.755
O -1.153 -1.917 2.003
S -0.710 1.835 -1.008
H 2.028 -0.226 -1.468
H 1.517 -0.869 0.170
```

Results
Relative energy (zero: lowest compared OMol25 entry of this formula, charge and spin) ... 442.0 kJ/mol
Frontier orbital gap (alpha / beta) ... 8.926 / 8.926 eV

---

No. 2
Computed, not measured: C3H7N3O as an isolated structure, with ωB97M-V with the def2-TZVPD basis set.

The geometry in XYZ format:
```
14
C3H7N3O (ωB97M-V with the def2-TZVPD basis set)
C -0.520 -0.192 -1.831
C 0.161 0.096 0.117
C 0.189 0.288 1.664
H -0.042 -1.191 -1.979
H 0.412 0.459 -2.370
H -1.319 -0.040 -2.823
H 1.957 -0.242 0.556
H 2.034 -0.593 -1.241
H -1.715 0.843 1.302
H -1.712 0.230 2.924
N -1.003 0.050 -0.443
N 1.419 0.107 -0.248
N -1.075 0.494 2.050
O 1.214 -0.309 2.323
```

Results
Relative energy (zero: lowest compared OMol25 entry of this formula, charge and spin) ... 482.0 kJ/mol
Frontier orbital gap ... 9.949 eV

---

No. 3
Computed, not measured: C52H41BrClN2O3P2STl as an isolated structure, with ωB97M-V with the def2-TZVPD basis set.

The geometry in XYZ format:
```
104
C52H41BrClN2O3P2STl (ωB97M-V with the def2-TZVPD basis set)
Tl -0.850 0.238 -0.549
C 1.881 -0.393 1.609
P 0.164 -0.779 2.194
C 0.283 -2.514 2.786
C -0.849 -3.052 3.402
C -0.869 -4.367 3.836
C 0.244 -5.179 3.649
C 1.367 -4.662 3.023
C 1.385 -3.339 2.591
C 0.231 0.090 3.833
C -0.373 1.345 3.928
C -0.372 2.050 5.124
C 0.225 1.509 6.254
C 0.831 0.262 6.175
C 0.835 -0.438 4.975
C 2.245 -0.894 0.242
C 3.260 -1.793 -0.047
C 3.345 -1.840 -1.452
C 2.367 -0.981 -1.935
C 2.347 -0.591 -3.390
P 0.912 -0.653 -4.567
C -0.031 -2.129 -4.034
C 0.660 -3.343 -4.099
C 0.028 -4.538 -3.800
C -1.312 -4.542 -3.431
C -2.004 -3.345 -3.355
C -1.370 -2.148 -3.663
C -0.155 0.779 -4.167
C -1.314 0.946 -4.931
C -2.126 2.057 -4.769
C -1.771 3.049 -3.864
C -0.612 2.910 -3.117
C 0.184 1.779 -3.257
N 1.685 -0.392 -0.901
H 2.605 -0.748 2.347
H 1.901 0.701 1.611
H -1.730 -2.430 3.521
H -1.765 -4.770 4.294
H 0.223 -6.216 3.962
H 2.229 -5.294 2.841
H 2.253 -2.964 2.068
H -0.829 1.770 3.042
H -0.840 3.026 5.172
H 0.215 2.051 7.193
H 1.304 -0.170 7.050
H 1.313 -1.410 4.928
H 3.882 -2.321 0.664
H 4.033 -2.421 -2.051
H 3.078 -1.241 -3.877
H 2.747 0.422 -3.532
H 1.709 -3.347 -4.375
H 0.588 -5.465 -3.825
H -1.799 -5.471 -3.162
H -3.028 -3.336 -3.008
H -1.924 -1.223 -3.583
H -1.583 0.186 -5.658
H -3.033 2.152 -5.355
H -2.399 3.923 -3.739
H -0.347 3.652 -2.378
H 1.044 1.661 -2.609
C 3.713 10.213 -1.254
C 2.408 9.538 -0.926
O 1.625 9.170 -1.752
S 2.115 9.320 0.864
C 1.550 7.632 0.857
C 0.245 7.302 0.509
C -0.151 5.976 0.498
C 0.736 4.941 0.837
C 2.042 5.301 1.205
C 2.445 6.624 1.209
C 0.327 3.577 0.799
C -0.022 2.399 0.729
H 3.723 10.533 -2.294
H 4.512 9.488 -1.085
H 3.889 11.054 -0.582
H -0.450 8.086 0.239
H -1.166 5.713 0.226
H 2.735 4.517 1.480
H 3.457 6.887 1.492
Br 3.291 -5.824 -0.590
C 1.403 -5.921 -0.303
C 0.825 -7.178 -0.218
C -0.543 -7.263 0.006
C -1.299 -6.106 0.139
C -0.704 -4.856 0.040
C 0.668 -4.755 -0.186
C -1.554 -3.582 0.176
O -2.776 -3.746 0.385
O -0.923 -2.509 0.097
H 1.433 -8.066 -0.325
H -1.012 -8.238 0.074
H -2.366 -6.137 0.324
H 1.122 -3.774 -0.275
Cl -5.681 -2.080 -1.164
C -5.042 -0.695 -0.324
C -5.518 0.566 -0.624
C -4.989 1.642 0.068
C -4.021 1.396 1.029
N -3.561 0.180 1.306
C -4.048 -0.864 0.632
H -6.274 0.697 -1.388
H -5.309 2.653 -0.147
H -3.567 2.212 1.580
H -3.605 -1.844 0.808
```

Results
Total charge ... -2
Frontier orbital gap ... 5.006 eV

---

No. 4
Computed, not measured: a 2-piece molecular cluster, CH3NOS2 overall, with ωB97M-V with the def2-TZVPD basis set.

The geometry in XYZ format:
```
8
CH3NOS2 (ωB97M-V with the def2-TZVPD basis set)
C 0.019 -1.930 1.149
N -0.083 1.962 -1.183
O -0.594 -2.960 1.185
S 0.402 -0.994 -0.218
S 0.206 1.984 0.357
H 0.354 -1.434 2.127
H -0.992 1.795 -1.640
H 0.687 1.577 -1.778
```

Results
Relative energy (zero: lowest compared OMol25 entry of this formula, charge and spin) ... 190.9 kJ/mol
Frontier orbital gap (alpha / beta) ... 8.057 / 6.470 eV

---

No. 5
Computed, not measured: C28H41N2NiO5S3Sb as an isolated structure, with ωB97M-V with the def2-TZVPD basis set.

The geometry in XYZ format:
```
81
C28H41N2NiO5S3Sb (ωB97M-V with the def2-TZVPD basis set)
Ni -0.176 -0.931 1.913
C -2.036 -3.122 -1.359
C -1.001 -2.315 -0.605
N -1.342 -1.579 0.395
N -2.730 -1.511 0.624
C -3.038 -1.522 1.878
S -2.021 -1.688 3.245
S -4.826 -1.286 2.091
C -5.158 -2.619 3.270
C -5.172 -3.975 2.619
C -6.365 -4.537 2.172
C -6.382 -5.765 1.527
C -5.193 -6.451 1.312
C -3.998 -5.898 1.754
C -3.984 -4.673 2.407
C 0.418 -2.439 -1.026
C 0.698 -3.162 -2.194
C 1.975 -3.426 -2.657
C 3.057 -2.972 -1.893
C 2.842 -2.239 -0.756
C 1.531 -1.866 -0.299
O 1.439 -1.036 0.658
H -2.929 -3.244 -0.755
H -1.642 -4.103 -1.620
H -2.330 -2.618 -2.284
H -6.133 -2.396 3.708
H -4.392 -2.550 4.044
H -7.293 -3.995 2.324
H -7.322 -6.184 1.186
H -5.198 -7.405 0.800
H -3.063 -6.418 1.581
H -3.050 -4.231 2.737
H -0.130 -3.524 -2.790
H 2.125 -3.982 -3.574
H 4.074 -3.192 -2.206
H 3.668 -1.862 -0.164
O 0.509 2.225 4.323
S 0.684 1.348 3.188
O 1.960 1.876 2.384
O 0.958 -0.047 3.533
O -0.376 1.472 2.168
C 4.293 3.506 1.220
C 3.713 2.572 0.168
C 4.002 3.088 -1.241
C 4.343 1.184 0.309
Sb 1.567 2.130 0.403
C 0.710 4.147 0.563
C 1.318 5.062 -0.494
C -0.778 3.970 0.255
C 0.879 4.765 1.944
C 0.710 1.458 -3.119
C 0.922 2.573 -4.081
C 1.715 0.363 -3.047
C -0.663 1.153 -2.632
H 5.393 3.483 1.180
H 3.987 3.220 2.227
H 3.981 4.541 1.057
H 5.067 2.947 -1.480
H 3.778 4.149 -1.353
H 3.431 2.547 -2.002
H 5.438 1.265 0.229
H 3.998 0.498 -0.470
H 4.102 0.719 1.268
H 1.309 4.617 -1.496
H 2.347 5.333 -0.255
H 0.737 5.994 -0.551
H -0.937 3.595 -0.761
H -1.286 4.942 0.333
H -1.256 3.275 0.946
H 1.926 4.998 2.155
H 0.523 4.119 2.747
H 0.307 5.704 1.991
H 1.967 2.895 -4.104
H 0.301 3.441 -3.841
H 0.662 2.276 -5.114
H 2.715 0.702 -3.330
H 1.447 -0.473 -3.713
H 1.769 -0.070 -2.047
H -1.315 2.028 -2.649
H -0.651 0.751 -1.614
H -1.134 0.375 -3.258
```

Results
Relative energy (zero: lowest compared OMol25 entry of this formula, charge and spin) ... 72.1 kJ/mol
Total charge ... -2
Spin multiplicity ... 3
Frontier orbital gap (alpha / beta) ... 5.426 / 4.727 eV
⟨S²⟩ ... 2.0136

---

No. 6
Computed, not measured: the molecule C4H6Br2O, with ωB97M-V with the def2-TZVPD basis set.

The geometry in XYZ format:
```
13
C4H6Br2O (ωB97M-V with the def2-TZVPD basis set)
C -0.125 0.356 1.190
C 0.495 0.165 -0.185
C -0.603 -0.749 0.464
C 0.201 1.084 -1.298
O -0.438 -2.115 0.771
Br 2.154 -0.816 -0.197
Br -2.367 -0.656 -0.247
H 0.629 0.076 1.892
H -0.727 1.216 1.372
H 0.473 0.489 -2.181
H 0.771 2.160 -1.314
H -0.932 1.258 -1.187
H 0.469 -2.469 0.921
```

Results
SMILES ... C[C@@]1(Br)C[C@@]1(O)Br
Relative energy (zero: lowest compared OMol25 entry of this formula, charge and spin) ... 164.6 kJ/mol
Frontier orbital gap ... 10.079 eV

---

No. 7
Computed, not measured: C31H33CoN3O5PS2 as an isolated structure, with ωB97M-V with the def2-TZVPD basis set.

The geometry in XYZ format:
```
76
C31H33CoN3O5PS2 (ωB97M-V with the def2-TZVPD basis set)
Co 0.172 -0.296 -0.698
O -1.434 2.515 -3.544
S -0.875 2.612 -2.210
O -0.148 3.836 -1.934
O -0.201 1.402 -1.753
C -2.353 2.799 -1.181
C -3.105 3.934 -1.485
C -4.263 4.226 -0.791
C -4.681 3.376 0.223
C -3.936 2.251 0.524
C -2.753 1.923 -0.163
P -1.834 0.411 0.308
C -1.511 0.560 2.137
C -1.823 1.731 2.833
C -1.550 1.882 4.189
C -0.922 0.870 4.889
C -0.554 -0.287 4.218
C -0.834 -0.433 2.865
C -3.046 -0.999 0.140
C -4.349 -0.791 -0.328
C -5.251 -1.836 -0.494
C -4.870 -3.136 -0.223
C -3.572 -3.386 0.195
C -2.673 -2.337 0.361
H -2.764 4.588 -2.279
H -4.835 5.112 -1.041
H -5.587 3.589 0.778
H -4.288 1.606 1.323
H -2.262 2.579 2.321
H -1.811 2.809 4.687
H -0.692 0.992 5.942
H -0.023 -1.074 4.740
H -0.476 -1.319 2.374
H -4.684 0.199 -0.610
H -6.249 -1.626 -0.860
H -5.568 -3.954 -0.366
H -3.242 -4.402 0.373
H -1.660 -2.583 0.624
C 3.638 1.775 2.950
N 3.711 0.499 2.283
C 4.703 -0.423 2.473
C 4.451 -1.485 1.697
N 3.280 -1.261 0.986
C 2.789 0.019 1.355
S 1.429 0.852 0.855
C 2.674 -2.132 0.068
C 3.242 -3.383 -0.217
C 2.621 -4.220 -1.114
C 1.419 -3.804 -1.736
C 0.926 -2.560 -1.410
N 1.522 -1.734 -0.535
H 4.485 1.896 3.624
H 2.707 1.834 3.519
H 3.646 2.574 2.206
H 5.523 -0.260 3.151
H 5.035 -2.382 1.610
H 4.158 -3.714 0.253
H 3.050 -5.190 -1.339
H 0.901 -4.435 -2.447
H 0.011 -2.185 -1.852
C 3.685 1.467 -1.862
C 2.170 1.446 -1.989
O 1.675 0.086 -2.168
C 1.941 -0.276 -3.557
C 1.399 -1.622 -3.958
H 4.030 2.470 -1.604
H 4.171 1.171 -2.795
H 4.016 0.767 -1.090
H 1.830 2.090 -2.802
H 1.747 1.827 -1.084
H 3.022 -0.283 -3.711
H 1.478 0.483 -4.196
H 1.823 -2.405 -3.352
H 1.631 -1.825 -5.007
H 0.317 -1.661 -3.824
O -0.349 -1.360 0.533
```

Results
Total charge ... -1
Spin multiplicity ... 2
Frontier orbital gap (alpha / beta) ... 5.477 / 5.543 eV
⟨S²⟩ ... 0.8612

---

No. 8
Computed, not measured: C45H115NO13 as an isolated structure, with ωB97M-V with the def2-TZVPD basis set.

The geometry in XYZ format:
```
174
C45H115NO13 (ωB97M-V with the def2-TZVPD basis set)
C 3.219 -0.693 -0.094
C 3.534 -1.957 -0.986
C 4.616 -1.423 -1.989
C 6.045 -1.400 -1.410
C 6.453 -2.757 -0.763
C 5.392 -3.261 0.232
N 3.999 -3.134 -0.250
O 2.998 -3.652 0.610
C 5.663 -4.750 0.405
C 5.602 -2.515 1.598
C 2.296 -2.380 -1.753
H 4.162 -0.409 0.375
H 2.639 -0.946 0.794
H 2.812 0.200 -0.567
H 4.663 -1.898 -2.969
H 4.524 -0.379 -2.287
H 6.274 -0.638 -0.665
H 6.789 -1.274 -2.196
H 7.403 -2.664 -0.239
H 6.737 -3.465 -1.541
H 6.710 -4.903 0.664
H 5.098 -5.249 1.192
H 5.567 -5.334 -0.511
H 6.528 -2.873 2.048
H 5.636 -1.428 1.531
H 4.811 -2.769 2.304
H 2.134 -1.817 -2.672
H 1.347 -2.388 -1.217
H 2.425 -3.382 -2.162
H 3.001 -3.145 1.425
C 5.089 0.595 1.877
C 3.957 1.326 1.246
C 2.633 1.106 1.982
O 4.230 2.661 1.052
H 4.772 -0.342 2.334
H 5.544 1.084 2.738
H 5.856 0.433 1.119
H 3.777 0.965 0.233
H 2.550 1.695 2.896
H 2.571 0.079 2.343
H 1.808 1.255 1.286
H 3.445 3.138 0.772
C -2.588 -1.437 -1.319
C -3.639 -2.533 -1.375
C -3.735 -3.429 -0.185
O -4.918 -1.948 -1.394
H -2.806 -0.557 -0.714
H -2.283 -1.065 -2.297
H -1.661 -1.819 -0.892
H -3.499 -3.121 -2.283
H -4.467 -4.179 -0.485
H -4.147 -2.902 0.676
H -2.792 -3.943 -0.002
H -5.430 -2.683 -1.741
C -1.504 -3.293 1.182
C -0.139 -3.845 0.866
C 0.287 -4.850 1.893
O -0.411 -4.637 -0.280
H -1.541 -2.868 2.185
H -2.209 -4.124 1.220
H -1.750 -2.556 0.418
H 0.598 -3.051 0.747
H 1.211 -5.335 1.579
H -0.469 -5.599 2.131
H 0.483 -4.259 2.788
H 0.450 -4.840 -0.654
C -1.546 4.154 -1.659
C -2.675 3.255 -1.995
C -3.910 3.680 -1.281
O -2.907 3.333 -3.398
H -1.163 3.923 -0.665
H -1.720 5.229 -1.621
H -0.701 3.984 -2.328
H -2.399 2.245 -1.691
H -4.008 3.307 -0.261
H -4.744 3.192 -1.785
H -4.025 4.764 -1.242
H -3.181 4.235 -3.583
C -1.522 4.452 3.034
C -2.699 3.576 2.732
C -2.489 2.692 1.497
O -3.043 2.758 3.827
H -1.393 5.088 2.158
H -0.571 3.964 3.248
H -1.718 5.048 3.926
H -3.551 4.221 2.515
H -1.509 2.216 1.537
H -2.366 3.258 0.574
H -3.151 1.840 1.340
H -3.918 2.387 3.688
C -0.977 0.819 -5.352
C -1.801 1.436 -4.229
C -2.449 0.518 -3.212
O -0.916 2.271 -3.433
H -1.542 0.450 -6.208
H -0.329 0.067 -4.902
H -0.342 1.602 -5.767
H -2.537 2.077 -4.713
H -3.304 -0.035 -3.600
H -2.908 1.132 -2.437
H -1.657 -0.127 -2.831
H -1.495 2.972 -3.124
C 1.416 -0.288 -3.498
C 1.292 0.762 -2.407
C 1.822 2.205 -2.743
O -0.076 0.925 -2.156
H 0.836 -1.187 -3.290
H 2.451 -0.608 -3.617
H 1.070 0.001 -4.490
H 1.856 0.413 -1.542
H 1.356 2.787 -3.538
H 2.886 2.272 -2.969
H 1.650 2.806 -1.850
H -0.432 1.516 -2.824
C -2.916 -0.981 1.983
C -4.312 -0.839 2.615
C -4.387 -0.665 4.198
O -5.015 0.139 1.916
H -2.339 -0.077 2.179
H -2.940 -1.074 0.897
H -2.379 -1.808 2.449
H -4.905 -1.741 2.465
H -4.093 0.350 4.466
H -3.623 -1.264 4.694
H -5.353 -0.949 4.616
H -4.969 0.029 0.964
C -1.578 0.650 -0.087
C -0.196 0.628 0.522
C 0.589 -0.627 0.134
O 0.514 1.672 -0.118
H -2.266 1.358 0.375
H -2.020 -0.309 0.186
H -1.727 0.825 -1.152
H -0.298 0.808 1.592
H 1.498 -0.638 0.734
H 0.821 -0.634 -0.931
H 0.041 -1.560 0.263
H 0.510 1.510 -1.064
C -4.269 0.973 -1.628
C -5.400 0.667 -0.582
C -6.797 0.400 -1.105
O -5.000 -0.475 0.025
H -4.197 0.222 -2.415
H -3.305 1.033 -1.123
H -4.463 1.879 -2.201
H -5.456 1.409 0.214
H -7.305 1.286 -1.487
H -7.414 0.128 -0.249
H -6.912 -0.437 -1.793
H -4.819 -1.113 -0.670
C 1.142 -2.031 2.569
C 2.663 -1.845 2.858
C 2.824 -1.288 4.280
O 3.268 -3.094 2.619
H 0.853 -2.423 1.594
H 0.667 -1.051 2.534
H 0.706 -2.628 3.370
H 3.083 -1.232 2.060
H 3.861 -1.259 4.614
H 2.236 -1.786 5.051
H 2.581 -0.226 4.241
H 2.970 -3.703 3.298
C 1.672 4.678 -0.655
C 1.904 4.000 0.665
C 0.598 3.836 1.491
O 2.431 2.735 0.270
H 1.273 5.687 -0.548
H 0.833 4.180 -1.140
H 2.544 4.617 -1.305
H 2.604 4.505 1.330
H 0.832 3.090 2.250
H -0.274 3.537 0.909
H 0.381 4.782 1.988
H 1.716 2.120 0.091
```

Results
Relative energy (zero: lowest compared OMol25 entry of this formula, charge and spin) ... 3251.5 kJ/mol
Frontier orbital gap ... 7.374 eV

---

No. 9
Computed, not measured: a 2-piece molecular cluster, C2H4ClI overall, with ωB97M-V with the def2-TZVPD basis set.

The geometry in XYZ format:
```
8
C2H4ClI (ωB97M-V with the def2-TZVPD basis set)
C -0.250 -1.019 0.384
C 0.725 -0.077 0.555
Cl 1.799 -0.134 -0.700
I -0.899 2.519 -1.264
H -0.967 -0.822 -0.438
H -0.545 -1.142 1.435
H 0.244 -2.057 -0.027
H -0.107 2.732 0.055
```

Results
Relative energy (zero: lowest compared OMol25 entry of this formula, charge and spin) ... 378.0 kJ/mol
Frontier orbital gap ... 8.249 eV